ORCA calculation (ωB97M-V with the def2-TZVPD basis set) on C9H18BrClMgO9 as an isolated structure in a non-equilibrium geometry.

The geometry in ORCA input format:
```
! wB97M-V def2-TZVPD RIJCOSX def2/J DEFGRID3
* xyz 1 2
Mg -0.324 -10.301 -23.216
Cl 0.887 -11.656 -21.948
Br 0.420 -9.988 -25.485
C -2.852 -8.137 -25.128
O -3.496 -7.826 -23.820
C -3.068 -8.454 -22.716
O -2.157 -9.279 -22.681
O -3.832 -8.021 -21.688
C -3.656 -8.662 -20.415
H -1.872 -7.665 -25.199
H -3.406 -7.741 -25.979
H -2.756 -9.222 -25.090
H -4.607 -9.139 -20.178
H -3.731 -7.981 -19.567
H -2.863 -9.403 -20.311
C -4.691 -12.528 -23.942
O -3.526 -13.263 -24.233
C -2.229 -12.739 -24.112
O -1.902 -11.604 -23.661
O -1.227 -13.600 -24.551
C -1.530 -14.949 -25.007
H -5.628 -13.080 -24.014
H -4.632 -11.752 -24.705
H -4.612 -11.997 -22.994
H -1.699 -15.535 -24.104
H -0.580 -15.404 -25.286
H -2.272 -15.121 -25.787
C 0.284 -5.998 -24.054
O 1.393 -6.479 -23.285
C 1.300 -7.682 -22.653
O 0.349 -8.470 -22.787
O 2.482 -7.962 -22.013
C 3.629 -7.020 -22.032
H 0.354 -6.486 -25.026
H 0.517 -4.955 -24.268
H -0.666 -6.125 -23.533
H 3.334 -5.987 -21.851
H 4.093 -7.058 -23.018
H 4.451 -7.299 -21.373
*
```

Output
Strongest force on any atom (eV/A): 4.21
Total energy (Eh): -4265.0325
Orbital gap (alpha / beta) (eV): 10.917 / 4.427
HOMO energy (alpha / beta) (eV): -13.1 / -12.5
LUMO energy (alpha / beta) (eV): -2.137 / -8.025